Formula: C46H46BaN6O8PSe3
Source: the Open Molecules 2025 dataset
Level of theory: wB97M-V/def2-TZVPD

Geometry as XYZ:
```
111
Properties=species:S:1:pos:R:3:forces:R:3:mulliken_charge:R:1
Ba 0.072815 -1.378465 -0.509285 1.2 5.7 3.2 1.02
O 4.835033 6.013201 -2.855230 0.1 -0.3 0.0 -0.64
N 3.709169 5.745021 -2.480446 0.0 0.0 -0.1 1.00
O 2.880419 6.600533 -2.243395 -0.3 0.0 0.1 -0.62
C 3.324058 4.318643 -2.345821 -0.2 0.1 0.2 -0.49
C 4.162892 3.439971 -2.922995 0.3 0.1 -0.2 -0.70
C 3.888259 2.048503 -2.936877 0.0 -0.1 0.0 0.95
C 4.736481 1.125730 -3.572034 0.1 0.2 0.0 -0.70
C 4.374098 -0.186226 -3.610638 -0.1 -0.2 0.0 -1.15
C 3.154442 -0.564492 -3.024240 -0.2 0.1 0.0 -0.15
N 2.358130 0.278401 -2.392362 0.0 -0.3 -0.2 0.51
C 2.723218 1.566205 -2.329858 0.0 -0.1 0.1 -0.41
C 1.875381 2.491672 -1.593958 -0.1 -0.1 0.0 -0.24
N 0.858362 1.950531 -0.894799 0.0 0.0 -0.2 1.00
C 0.043924 2.747759 -0.238633 0.1 -0.3 0.1 -0.87
C 0.185274 4.138039 -0.256441 -0.1 0.0 0.1 -0.10
C 1.224575 4.702328 -0.936339 0.3 0.0 -0.2 -1.42
C 2.135586 3.878674 -1.631888 0.0 0.2 0.0 1.09
H 5.049694 3.814269 -3.413405 0.0 0.0 0.0 0.53
H 5.659903 1.474933 -4.021711 0.0 0.0 0.0 0.43
H 4.997331 -0.933348 -4.081509 0.0 0.0 0.0 0.48
H 2.821351 -1.598421 -3.090262 0.0 0.1 0.1 0.42
H -0.747603 2.250375 0.318838 0.0 0.1 -0.1 0.24
H -0.527368 4.764346 0.259697 0.0 0.0 0.1 0.42
H 1.347918 5.766502 -0.945726 0.0 0.2 0.0 0.51
C -3.171638 -2.029168 -3.208904 0.1 0.1 0.0 -0.83
C -2.816278 -0.707378 -3.848353 0.1 -0.2 0.1 1.47
C -2.651718 -0.645009 -5.231071 0.0 0.0 0.0 -0.89
C -2.332211 0.539022 -5.873728 0.0 0.0 0.1 -0.88
C -2.207135 1.699372 -5.121781 0.0 0.0 0.0 -1.05
C -2.360392 1.677536 -3.741435 0.0 0.0 0.2 0.94
C -2.264582 2.953982 -2.946573 -0.1 -0.1 -0.1 -0.85
C -2.621719 0.457105 -3.092201 -0.2 -0.1 0.0 -1.13
N -2.614200 0.440746 -1.666169 0.5 0.3 0.3 0.91
C -3.658265 0.537166 -0.954034 -0.1 0.0 -0.2 0.62
C -5.041980 0.549223 -1.554355 -0.1 0.0 0.2 -2.03
C -3.585987 0.736961 0.568602 -0.4 0.1 -0.1 0.61
C -4.892484 0.650328 1.325723 0.0 -0.2 -0.1 -1.99
N -2.503964 1.092018 1.125960 0.2 -0.3 0.0 0.94
C -2.475976 1.439000 2.511103 -0.1 0.2 0.1 -0.64
C -2.711575 2.772948 2.869591 -0.1 0.1 -0.2 1.77
C -3.131205 3.821134 1.860267 0.0 -0.2 0.0 -1.85
C -2.585929 3.160777 4.201038 0.0 0.1 0.0 -0.67
C -2.250871 2.249965 5.184478 0.0 -0.1 0.0 -0.90
C -2.060533 0.923119 4.827912 0.0 0.0 0.1 -0.79
C -2.175041 0.496739 3.510671 0.2 -0.2 -0.2 0.88
C -1.952315 -0.953968 3.184828 -0.3 0.0 -0.2 -0.81
H -3.751963 -2.640872 -3.902988 0.0 0.0 0.0 0.49
H -3.747518 -1.895052 -2.293292 0.0 0.0 -0.1 0.02
H -2.253652 -2.574663 -2.958878 -0.2 0.1 0.0 -0.08
H -2.780980 -1.556885 -5.807977 0.0 0.1 0.1 0.42
H -2.200907 0.563994 -6.950289 0.0 0.0 0.1 0.41
H -1.986676 2.645535 -5.610631 0.0 -0.1 0.1 0.38
H -2.140148 3.812734 -3.609931 0.0 -0.1 0.0 0.46
H -1.418000 2.915626 -2.265404 0.0 0.0 0.1 -0.05
H -3.160341 3.115109 -2.335595 0.1 0.0 -0.1 0.22
H -4.981844 0.435306 -2.633927 0.0 0.0 0.0 0.50
H -5.559359 1.485628 -1.327017 0.0 0.0 0.0 0.42
H -5.627813 -0.275918 -1.139101 0.1 0.1 0.0 0.37
H -5.286602 -0.364939 1.240530 0.0 0.1 -0.1 0.30
H -5.634671 1.344628 0.920739 0.1 -0.1 0.0 0.39
H -4.732453 0.885285 2.376188 -0.1 0.0 -0.1 0.57
H -2.362912 4.591584 1.781241 0.0 0.1 -0.1 0.38
H -4.053106 4.311876 2.187671 0.1 0.0 0.0 0.49
H -3.303547 3.398997 0.869202 0.1 0.1 0.1 0.06
H -2.760488 4.202827 4.458768 0.0 -0.1 0.0 0.43
H -2.151331 2.561833 6.217960 0.0 0.0 -0.1 0.39
H -1.809717 0.189117 5.588274 0.0 0.0 -0.1 0.38
H -1.943451 -1.549078 4.097815 0.0 0.0 0.0 0.43
H -0.991794 -1.082136 2.685592 -0.1 -0.1 0.1 0.06
H -2.721642 -1.340882 2.513139 -0.1 0.0 0.0 0.01
Se 3.004044 -2.098388 -0.148008 1.1 -0.4 0.5 -0.55
P 2.770343 -1.396450 1.858365 0.5 0.0 0.3 1.03
Se 1.227935 0.036201 2.271043 0.4 0.3 0.3 -0.61
C 4.423586 -0.779049 2.375650 0.0 0.1 -0.1 0.19
C 5.505818 -1.664241 2.357182 0.1 0.2 0.1 -0.38
C 6.787373 -1.205898 2.634831 -0.2 0.0 0.0 -0.64
C 6.998972 0.140723 2.926293 0.0 -0.1 0.0 -0.41
C 5.926625 1.018427 2.951317 -0.1 0.0 0.0 -0.59
C 4.638434 0.559103 2.675329 0.1 0.0 0.1 -0.44
C 2.563099 -2.814355 3.001086 0.1 0.0 0.0 0.39
C 2.294472 -4.089678 2.522514 0.0 -0.2 0.1 -0.29
C 2.184303 -5.158065 3.413884 0.0 0.1 0.0 -0.68
C 2.347736 -4.950001 4.776594 0.0 0.0 0.0 -0.42
C 2.611473 -3.669292 5.257207 0.0 0.1 -0.1 -0.65
C 2.713829 -2.604085 4.373111 -0.1 -0.1 0.0 -0.60
H 5.337134 -2.706887 2.113653 0.0 0.0 0.0 0.34
H 7.624237 -1.896741 2.614653 -0.1 0.0 0.0 0.38
H 8.002820 0.499008 3.139397 -0.1 0.0 0.0 0.36
H 6.089648 2.066370 3.183713 0.0 -0.1 0.0 0.39
H 3.786912 1.231454 2.692546 0.1 0.0 0.0 0.24
H 2.185195 -4.245721 1.454281 0.0 0.0 0.0 0.29
H 1.984510 -6.155575 3.036209 0.0 0.1 0.0 0.42
H 2.275523 -5.784822 5.467939 0.0 0.1 -0.1 0.36
H 2.745244 -3.505031 6.321827 0.0 0.0 -0.1 0.40
H 2.908164 -1.601154 4.739138 0.0 -0.1 0.0 0.38
O 0.374267 -4.016212 -0.491006 -0.5 -0.3 -0.7 -0.25
Se 0.634015 -3.765868 -2.224818 0.9 -2.5 -1.5 1.35
O -0.214085 -4.922128 -2.965419 -0.2 0.2 0.3 -0.69
O 0.021467 -2.284462 -2.522165 0.0 -1.2 -2.9 -0.94
O 2.222894 -3.824627 -2.457674 -0.3 0.1 0.0 -0.69
N -2.236230 -4.918970 -0.746339 0.0 0.4 0.1 -0.44
C -3.349652 -4.212810 -0.102038 0.5 -0.1 -0.1 -1.16
C -3.149064 -2.699541 -0.097524 0.4 0.3 0.1 -0.35
O -4.176031 -2.012723 0.005295 0.5 -0.1 0.1 -0.59
O -1.936256 -2.270684 -0.185037 -3.9 -1.5 0.7 0.97
H -2.370059 -5.920487 -0.743760 0.0 -0.1 0.1 0.19
H -0.608527 -4.295072 -0.437621 0.3 -0.2 0.1 0.43
H -2.154392 -4.656306 -1.725637 0.0 -0.1 0.0 0.10
H -3.394308 -4.507053 0.946468 0.0 -0.1 0.1 0.35
H -4.317898 -4.414821 -0.546795 -0.2 0.0 -0.1 0.40
```
Positions in Å, forces in eV/Å.

Output
largest force on an atom = 0.1297 hartree/bohr
Kohn-Sham gap = 6.15 eV
LUMO level = 0.040 Ha
relative energy (zero: lowest compared OMol25 entry of this formula, charge and spin) = 0.0 kcal per mole
highest occupied orbital energy = -5.07 eV
net charge = -1

=====

Formula: C46H46FeN9S4
Source: the Open Molecules 2025 dataset
Level of theory: wB97M-V/def2-TZVPD

Geometry as XYZ:
```
106
Properties=species:S:1:pos:R:3:forces:R:3:mulliken_spin:R:1
Fe 1.806282 1.981695 -0.276923 1.6 -2.0 1.2 0.92
S 4.476227 0.766414 -0.160458 -0.6 1.1 0.2 0.06
C 4.180718 0.884905 -1.855511 0.0 0.0 0.5 0.00
C 5.122782 0.471709 -2.804252 -0.2 0.0 -0.4 -0.01
C 4.816523 0.609279 -4.145030 0.1 -0.1 0.3 0.00
C 3.578758 1.125681 -4.507275 -0.5 0.2 0.1 0.00
C 2.695410 1.500039 -3.505528 0.0 0.0 -0.8 0.01
N 2.987750 1.396502 -2.214327 -0.6 0.1 0.8 -0.01
H 6.066443 0.062775 -2.471635 0.0 0.0 0.0 0.00
H 5.528417 0.309875 -4.902647 0.0 0.0 0.0 0.00
H 3.304360 1.245615 -5.545462 0.0 0.0 0.0 0.00
H 1.712042 1.895190 -3.732134 0.0 0.0 -0.1 0.00
N 2.172588 2.819365 1.881606 -0.7 -0.9 -0.9 -0.03
C 3.314577 3.719496 1.983612 0.3 0.2 -0.6 0.00
C 3.261900 4.615901 0.754317 0.0 0.0 0.2 0.00
N 3.172048 3.772698 -0.450972 -0.1 -0.4 0.3 0.04
H 1.310064 3.316037 2.078103 -0.1 -0.1 0.0 0.00
H 2.231389 2.042562 2.528963 0.0 0.0 0.0 0.00
H 4.225928 3.119041 1.969996 0.0 0.0 0.0 0.00
H 3.304383 4.332041 2.887542 0.0 -0.1 0.0 0.00
H 4.127140 5.283462 0.751124 0.0 0.0 -0.2 0.00
H 2.357277 5.227775 0.790498 0.0 0.1 0.0 0.00
H 4.029345 3.241203 -0.548740 0.3 -0.2 0.0 0.00
H 3.094368 4.349623 -1.279586 0.1 -0.3 0.2 0.00
N -0.195674 1.704496 0.409290 0.7 0.6 -0.2 0.01
S -1.313325 1.052326 1.069432 0.5 -0.1 -0.3 0.00
N -1.936438 -0.314435 0.366862 -0.1 0.1 0.3 0.00
S -1.448550 -1.762574 0.634990 0.2 0.1 -0.1 0.00
N 0.058166 -2.085685 0.725985 0.0 -0.2 0.0 0.00
S 1.240331 -1.446736 -0.255027 -0.3 0.6 -0.3 0.00
N 1.790404 -0.154048 0.128292 -0.1 1.2 -0.3 -0.03
C 0.548757 -1.550394 -1.911547 0.1 -0.2 0.2 0.00
C 0.462578 -2.775808 -2.558055 0.0 0.0 0.0 0.00
C -0.086356 -2.822036 -3.829915 0.0 0.0 0.1 0.00
C -0.551070 -1.656633 -4.426166 0.0 0.0 0.0 0.00
C -0.464188 -0.440150 -3.762025 0.0 0.0 0.0 0.00
C 0.098880 -0.378225 -2.495783 0.0 0.0 0.1 0.01
C 2.406308 -2.799543 -0.224147 -0.2 0.0 0.2 0.00
C 3.538608 -2.636490 -1.008138 0.0 0.2 -0.1 0.00
C 4.480243 -3.650471 -1.044821 0.0 0.0 0.0 0.00
C 4.296135 -4.797110 -0.281124 0.0 0.0 0.0 0.00
C 3.160948 -4.944291 0.502392 0.0 0.0 0.0 0.00
C 2.196517 -3.946514 0.523813 -0.1 0.0 0.0 0.00
C -2.276239 -2.703873 -0.627092 0.0 0.2 0.0 0.00
C -2.101959 -4.080721 -0.606103 0.1 0.0 0.1 0.00
C -2.748470 -4.844133 -1.561580 0.0 0.0 0.0 0.00
C -3.555803 -4.229375 -2.512174 0.0 0.0 0.0 0.00
C -3.714031 -2.850764 -2.519032 0.0 0.0 0.0 0.00
C -3.072595 -2.072945 -1.567366 0.1 0.1 0.0 0.00
C -2.128928 -2.443136 2.131995 0.2 0.1 0.0 0.00
C -3.500029 -2.323950 2.311068 0.0 0.1 -0.1 0.00
C -4.065403 -2.835097 3.465343 0.0 0.0 0.0 0.00
C -3.261796 -3.455249 4.415233 0.0 0.0 0.0 0.00
C -1.892878 -3.567109 4.217435 0.0 0.0 0.1 0.00
C -1.313105 -3.060436 3.064461 0.1 0.1 -0.1 0.00
C -2.792363 2.065243 1.091940 0.1 -0.3 -0.2 0.00
C -2.600414 3.389907 1.457571 0.1 0.0 0.0 0.00
C -3.687315 4.246790 1.478806 0.0 0.0 0.0 0.00
C -4.946792 3.778810 1.121527 0.0 0.0 0.0 0.00
C -5.119628 2.459034 0.731070 0.0 0.0 0.0 0.00
C -4.038859 1.587698 0.722223 0.0 -0.1 0.0 0.00
C -1.042149 0.662886 2.803919 -0.3 0.1 -0.2 0.00
C 0.256954 0.364816 3.184851 0.0 0.0 -0.1 0.00
C 0.513115 0.092593 4.520661 0.0 0.0 0.0 0.00
C -0.519115 0.139541 5.449100 0.0 0.0 0.0 0.00
C -1.814959 0.440762 5.051104 0.0 -0.1 0.0 0.00
C -2.086318 0.701152 3.716178 0.0 -0.1 0.0 0.00
H 0.832462 -3.672651 -2.077889 0.0 0.0 0.0 0.00
H -0.147256 -3.767007 -4.353166 0.0 0.0 0.0 0.00
H -0.980087 -1.699405 -5.418959 0.0 0.0 0.0 0.00
H -0.834358 0.461349 -4.233712 0.0 0.0 0.0 0.00
H 0.199766 0.554600 -1.951496 -0.1 0.0 -0.1 -0.01
H 3.674114 -1.725647 -1.578826 0.0 0.0 0.0 0.00
H 5.360047 -3.549102 -1.665659 0.0 0.0 0.0 0.00
H 5.044749 -5.577813 -0.295031 0.0 0.0 0.0 0.00
H 3.021639 -5.835228 1.099719 0.0 0.0 0.0 0.00
H 1.293798 -4.046169 1.109348 0.1 -0.1 0.0 0.00
H -1.474099 -4.540584 0.148580 0.0 0.0 0.0 0.00
H -2.631166 -5.919215 -1.563468 0.0 0.0 0.0 0.00
H -4.070551 -4.831856 -3.248831 0.0 0.0 0.0 0.00
H -4.342269 -2.379354 -3.262847 0.0 0.0 0.0 0.00
H -3.171861 -0.996556 -1.540253 0.0 0.0 -0.1 0.00
H -4.106612 -1.843120 1.552279 -0.1 0.0 0.0 0.00
H -5.132255 -2.756905 3.624126 0.0 0.0 0.0 0.00
H -3.708351 -3.863283 5.312282 0.0 0.0 0.0 0.00
H -1.273234 -4.053287 4.958888 0.0 0.0 0.0 0.00
H -0.250315 -3.126373 2.878192 0.0 0.0 0.1 0.00
H -1.604544 3.729916 1.711574 0.0 0.1 0.0 0.00
H -3.554806 5.279120 1.773268 0.0 0.0 0.0 0.00
H -5.797000 4.447390 1.145063 0.0 0.0 0.0 0.00
H -6.097594 2.104821 0.433583 0.0 0.0 0.0 0.00
H -4.153711 0.552933 0.429196 0.0 0.1 0.0 0.00
H 1.034257 0.348842 2.427962 0.0 -0.2 0.0 0.00
H 1.517899 -0.153675 4.839155 0.0 0.0 0.0 0.00
H -0.311665 -0.056368 6.493199 0.0 0.0 0.0 0.00
H -2.613491 0.477191 5.780137 0.0 0.0 0.0 0.00
H -3.089994 0.944278 3.391199 0.0 0.0 0.1 0.00
N -0.110685 5.485863 -2.472006 0.1 -0.1 0.0 0.00
C -1.234170 4.728347 -2.256621 0.0 -0.1 0.0 0.00
C -0.786729 3.540546 -1.764242 -0.1 0.1 -0.2 0.00
N 0.587219 3.559075 -1.678882 0.1 -0.2 0.3 0.03
C 0.955785 4.744343 -2.114469 -0.1 -0.1 -0.1 0.00
H -0.086232 6.417130 -2.850157 0.0 0.1 0.0 0.00
H -2.225562 5.094351 -2.455975 0.0 0.0 0.0 0.00
H -1.353607 2.682322 -1.454939 0.0 0.0 0.0 0.00
H 1.970559 5.094178 -2.201048 -0.3 0.2 -0.3 0.00
```
Positions in Å, forces in eV/Å.

Output
largest force on an atom = 0.0546 hartree/bohr
spin multiplicity = 2
Kohn-Sham gap (spin up / spin down) = 5.33 / 5.76 eV
LUMO level (spin up / spin down) = -0.238 / -0.221 Ha
<S²> = 0.901
relative energy (zero: lowest compared OMol25 entry of this formula, charge and spin) = 104.2 kcal per mole
highest occupied orbital energy (spin up / spin down) = -11.82 / -11.77 eV
net charge = +2